This record from the Open Molecules 2025 dataset describes a molecular structure, C2HF2N3O4S2 in a non-equilibrium geometry. The level of theory is ωB97M-V/def2-TZVPD.

Max |F| = 5.27 eV/A
E_LUMO = -0.009 Eh
ΔE to the lowest compared entry with this formula, charge and spin = 0.0 kJ/mol
Calculated total energy = -1537.965483 a.u.
E_HOMO = -9.76 eV
Net charge = 0

The geometry in XYZ format:
```
14
Properties=species:S:1:pos:R:3:forces:R:3:lowdin_charge:R:1
C -2.432493 -3.062304 -0.840027 2.8 -0.1 0.3 -0.57
C 4.073247 -0.368694 -0.977032 -2.2 0.4 -1.4 -0.46
N -3.475539 -2.623830 -0.758930 -2.1 0.6 0.0 0.11
N 1.248610 -2.722036 0.188826 -2.1 -2.4 -1.3 -0.13
N 0.024836 -2.530326 -0.186157 2.9 2.6 3.6 -0.52
O 3.097017 -0.524375 -1.563853 -1.0 -1.1 -1.2 0.17
O 4.992057 -0.037588 -0.423833 3.6 0.5 2.1 0.26
O -0.053942 0.905416 -0.569057 0.4 -3.3 -1.3 -0.22
O 1.743701 -1.710993 0.854447 -1.0 0.3 -0.2 -0.28
F 2.096547 0.512799 0.533504 -1.4 0.2 -0.1 -0.23
F 0.012344 -0.080061 1.512338 1.0 -0.9 -1.4 -0.21
S -0.820907 -3.631691 -0.934330 -1.1 -3.2 -2.1 0.95
S 0.789806 -0.347079 0.082971 0.1 3.5 1.6 1.12
H 0.004928 1.788935 -0.333009 0.3 2.8 1.4 0.03
```
Forces are in eV/Å.